C18H28CrN2OP2S5 as an isolated structure. Source: OMol25; level of theory: ωB97M-V with the def2-TZVPD basis set.

Multiplicity = 5
<S²> = 6.037
E = -4605.64702 Ha
E_LUMO (alpha / beta) = 0.303 / 0.132 eV
HOMO (alpha / beta) = -6.24 / -6.44 eV
Strongest force on any atom = 0.4 eV/A

Structure (XYZ):
```
57
Properties=species:S:1:pos:R:3:lowdin_spin:R:1
Cr 0.53816 0.84381 -1.65930 3.806
O 4.99966 5.84795 -0.69839 -0.002
C 4.22686 4.96661 -0.95029 0.000
S 2.51032 5.21840 -1.30326 0.002
C 2.06876 3.52843 -1.50413 0.016
C 3.05160 2.62285 -1.34140 0.015
S 2.88832 0.88046 -1.41899 0.011
S 4.64972 3.24405 -0.95089 0.002
S 0.38794 3.19627 -1.87105 0.009
C -3.08766 1.50971 -1.25770 0.004
P -1.87461 0.47331 -2.12731 0.028
C -2.40350 0.57651 -3.87036 0.006
C -2.28633 -1.24381 -1.65749 0.001
C -3.60750 -1.65310 -1.49789 -0.001
C -3.90684 -2.95124 -1.12243 0.000
C -2.88334 -3.86131 -0.90790 0.000
C -1.56597 -3.46895 -1.07394 -0.001
C -1.25240 -2.16353 -1.44516 0.001
P 0.47996 -1.62844 -1.68896 0.027
C 1.45187 -2.48964 -0.41461 0.004
C 0.96438 -2.48597 -3.22607 0.005
H -4.10997 1.32017 -1.58604 0.000
H -2.83396 2.55230 -1.45618 0.000
H -2.99800 1.33673 -0.18536 0.000
H -3.43935 0.25596 -3.99500 0.000
H -1.75904 -0.04500 -4.49096 0.001
H -2.30146 1.61099 -4.20037 0.000
H -4.41422 -0.94972 -1.65723 0.000
H -4.93741 -3.25219 -0.99400 0.000
H -3.11190 -4.87578 -0.61120 0.000
H -0.77459 -4.18773 -0.90624 0.000
H 1.38901 -3.57592 -0.48870 0.000
H 1.10933 -2.15467 0.56290 0.000
H 2.49223 -2.18079 -0.53099 0.000
H 0.76014 -3.55694 -3.17391 0.000
H 2.03061 -2.32869 -3.39263 0.000
H 0.42027 -2.05929 -4.06808 0.001
C -0.65400 -1.49267 3.12332 0.001
N 0.24127 -0.38719 3.41154 0.006
C 0.07761 0.09687 4.77585 0.000
C 0.49589 0.52867 2.41616 0.012
S -0.44461 0.55705 1.01669 0.036
N 1.50279 1.38478 2.63507 0.004
C 2.61264 1.08633 3.52201 0.001
C 1.73468 2.53273 1.78123 0.001
H -0.56418 -2.21349 3.93583 0.000
H -0.37690 -1.97026 2.18808 0.000
H -1.69584 -1.16597 3.04351 0.000
H -0.98899 0.20087 5.00312 0.000
H 0.54558 1.06682 4.90574 0.000
H 0.51897 -0.60748 5.48263 0.000
H 2.53950 0.07018 3.89973 0.000
H 2.65118 1.78576 4.36097 0.000
H 3.53969 1.18473 2.95297 0.000
H 0.80138 2.87472 1.33922 0.000
H 2.42010 2.26974 0.97936 0.001
H 2.17217 3.32600 2.38851 0.000
```